C23H66IO17Y | the ωB97M-V functional and the def2-TZVPD basis

The geometry in XYZ format:
```
108
Properties=species:S:1:pos:R:3:forces:R:3:lowdin_charge:R:1
Y -0.93177 3.40730 0.28050 0.9 -2.6 0.0 1.619
I 0.15308 0.51413 -0.67927 -0.4 1.1 0.5 0.310
C -0.39703 -3.95897 -1.21154 -0.1 -0.3 0.4 -0.240
C 0.42467 -3.60700 0.02830 -0.4 0.0 0.1 -0.252
O 1.46178 -4.54818 0.25957 0.3 -0.6 -1.2 -0.060
O -1.25414 -5.04525 -0.88627 0.4 -0.2 -0.4 -0.062
H 0.23704 -4.14028 -2.07941 0.2 -0.3 0.0 0.110
H -1.07293 -3.17081 -1.54330 0.2 0.4 0.4 0.113
H -0.26165 -3.73924 0.86470 -0.3 0.9 0.2 0.113
H 0.79748 -2.59452 -0.12659 0.2 0.2 0.5 0.058
H 1.89668 -4.50125 1.11412 -0.4 0.4 0.0 0.069
H -0.63846 -5.75369 -0.68468 -0.2 -0.5 0.1 0.084
C 1.99793 4.23057 1.32786 2.0 -0.8 0.8 -0.186
C 1.54563 3.20801 2.37594 0.8 0.8 -1.0 -0.150
O 0.10703 3.17308 2.37689 0.5 0.6 -0.9 -0.191
O 1.46730 3.83569 0.07298 -3.1 0.8 1.0 -0.196
H 3.06618 4.14779 1.12763 0.4 -0.3 0.8 0.138
H 1.94178 5.27004 1.65104 -1.1 0.2 -0.4 0.137
H 1.83542 3.48196 3.39037 0.5 -0.1 -0.2 0.153
H 1.90922 2.23509 2.04529 0.1 -0.1 0.4 0.124
H -0.03998 2.83132 3.26186 -1.5 -0.6 0.7 0.067
H 2.17324 3.92032 -0.57208 0.9 -0.1 -1.4 0.042
C -3.45027 2.09402 2.02229 -1.0 -0.8 -0.1 -0.211
C -3.27830 3.33512 2.81102 -0.1 -0.1 1.5 -0.173
O -2.49466 4.27386 2.04806 0.2 0.0 -0.9 -0.126
O -2.23251 1.63637 1.46262 0.0 1.9 -1.1 -0.201
H -4.24348 2.30104 1.30392 0.4 -0.3 -0.8 0.129
H -3.83093 1.24844 2.59518 -0.2 0.4 0.5 0.142
H -2.78909 3.13398 3.76408 0.3 0.1 -0.1 0.131
H -4.25892 3.74921 3.04560 0.0 0.2 -0.2 0.146
H -2.58041 5.14271 2.44722 0.1 0.2 0.1 0.127
H -2.01566 0.82298 1.92410 0.5 -1.1 0.3 0.047
C -2.45010 0.35141 -6.17963 2.0 -0.5 -1.5 -0.253
C -1.17075 0.28113 -5.30045 -1.1 -0.5 0.2 -0.258
O -0.51275 -0.91334 -5.60004 -0.3 0.3 -0.6 -0.057
O -3.25129 1.43902 -5.89285 -1.0 1.0 1.0 -0.068
H -3.00466 -0.57837 -6.30631 0.0 -0.4 1.3 0.128
H -2.14274 0.46094 -7.21965 0.8 0.1 -0.2 0.120
H -1.40568 0.30847 -4.23642 -0.8 -0.3 0.5 0.094
H -0.47004 1.11559 -5.32824 -0.1 0.7 -1.1 0.105
H 0.02142 -1.08206 -4.82043 0.5 -0.8 0.3 0.017
H -3.99902 1.34862 -6.48810 -0.2 0.4 0.1 0.095
C -0.08761 0.37412 3.91327 0.5 -2.1 0.8 -0.270
C -1.06444 -0.77626 4.02066 0.8 0.9 -0.6 -0.188
O -2.17648 -0.57731 3.15629 0.7 0.1 0.2 -0.069
O -0.64380 1.49746 4.47129 -0.8 2.8 0.3 -0.058
H 0.36697 0.57703 2.94358 -0.2 -0.2 -0.1 0.102
H 0.65225 0.08204 4.65852 1.0 -0.4 -0.7 0.129
H -1.38977 -0.75855 5.06083 -0.1 -0.4 0.1 0.137
H -0.40590 -1.62441 3.83338 -0.8 -0.7 -0.3 0.125
H -2.71248 -1.36936 3.23978 -0.2 -0.5 -0.3 0.053
H -0.59343 1.29868 5.40913 -0.4 0.8 0.3 0.122
C 3.43446 2.60568 -2.41575 -0.7 -0.9 -0.5 -0.224
C 3.93018 1.46389 -1.55695 -0.4 -0.9 -0.1 -0.260
O 5.33507 1.29579 -1.58382 -0.3 0.2 -0.3 -0.025
O 3.41255 3.81713 -1.70552 0.3 1.2 0.5 -0.068
H 2.41115 2.47758 -2.76863 -0.1 -0.4 0.3 0.098
H 4.01102 2.68592 -3.33729 0.4 0.1 0.1 0.141
H 3.44220 0.55484 -1.90854 0.4 -0.2 -0.2 0.085
H 3.61898 1.51470 -0.51355 -0.4 0.5 0.1 0.107
H 5.69025 2.14233 -1.30309 0.6 -0.1 0.1 0.082
H 4.33141 4.07039 -1.59084 0.0 0.5 0.2 0.117
C -2.81137 2.79724 -2.19617 1.3 -0.8 -3.2 -0.193
C -1.69277 3.43089 -3.03919 0.7 1.3 -0.4 -0.163
O -0.48915 3.65471 -2.26382 -0.5 -0.3 1.7 -0.191
O -2.95505 3.34647 -0.90383 0.1 0.5 0.2 -0.139
H -2.59460 1.72902 -2.20048 -0.3 -0.1 0.7 0.109
H -3.68621 2.96616 -2.82404 -0.3 -0.2 0.4 0.151
H -1.90373 4.42574 -3.43145 -0.8 0.1 0.1 0.133
H -1.41170 2.87130 -3.93135 -0.5 -0.7 0.2 0.121
H 0.19561 4.03088 -2.82166 0.2 0.0 0.0 0.114
H -3.77547 3.84161 -0.96164 -0.1 0.3 0.7 0.141
C 2.58973 -1.95734 2.80847 -0.9 1.7 0.4 -0.044
C 3.27797 -1.69718 4.18304 0.4 -3.3 -2.5 -0.524
C 4.53797 -2.54907 4.13300 0.7 -0.3 1.6 -0.056
O 3.69941 -0.41985 4.33428 -0.3 2.8 -0.1 -0.028
H 1.78207 -1.22686 2.76169 -0.6 -0.2 -0.1 0.037
H 2.15249 -2.95388 2.74665 0.2 0.0 0.1 0.076
H 3.12269 -1.70434 1.89193 0.8 -0.4 0.3 0.088
H 2.51275 -1.98964 4.90207 0.3 -0.2 0.6 0.132
H 5.17516 -2.26377 3.29593 -0.4 -0.1 -0.3 0.094
H 4.46556 -3.63142 4.23961 -0.5 0.0 -0.5 0.090
H 5.13350 -2.28765 5.00770 0.2 0.0 0.3 0.075
H 4.42287 -0.38242 4.96420 0.0 -0.1 0.1 0.098
C 2.53501 -2.96394 -4.47779 0.5 1.0 0.2 -0.024
C 2.31264 -1.69436 -3.66066 -1.2 0.2 -0.6 -0.418
C 2.61795 -0.36907 -4.36893 1.2 0.5 -0.2 -0.049
O 0.87333 -1.70823 -3.42143 0.2 -0.1 0.3 -0.141
H 3.58102 -3.01591 -4.77988 0.1 -0.4 0.2 0.090
H 1.95717 -2.88777 -5.39888 -0.2 -0.1 0.1 0.091
H 2.21407 -3.80418 -3.86209 0.2 -0.1 -0.3 0.082
H 2.76880 -1.74787 -2.67214 0.4 0.0 -0.1 0.132
H 3.61375 0.03069 -4.17742 0.4 -0.4 0.4 0.072
H 1.97900 0.45506 -4.05167 -0.5 -0.2 0.1 0.058
H 2.64223 -0.38969 -5.45846 -0.7 -0.4 -0.1 0.094
H 0.73244 -1.10848 -2.68520 -0.3 0.1 0.2 -0.081
C -5.01185 -3.99263 2.97175 0.6 -0.5 -0.2 -0.032
C -3.62273 -3.83294 2.26225 -1.9 1.8 -1.7 -0.465
C -3.65969 -2.60117 1.33571 -0.1 -0.3 -0.9 -0.056
O -2.63085 -3.49671 3.16814 0.8 -0.6 1.4 -0.056
H -5.12977 -4.93485 3.50694 0.3 -0.4 -0.2 0.075
H -5.83010 -3.94767 2.25305 0.1 0.1 0.0 0.082
H -5.16858 -3.26951 3.77215 0.2 0.5 -0.3 0.078
H -3.33341 -4.69457 1.66060 -0.2 -0.3 0.1 0.141
H -4.24109 -2.77103 0.42949 -0.8 0.1 0.4 0.090
H -2.72497 -2.30806 0.85772 0.7 -0.4 0.6 0.071
H -3.97975 -1.72394 1.89795 -0.6 0.0 -0.2 0.064
H -2.66322 -4.27065 3.73522 0.7 0.1 0.8 0.108
```
Positions in Å, forces in eV/Å.

Properties
* 2S+1: 1
* max |F|: 0.082 hartree/bohr
* charge: +2
* Kohn-Sham gap: 0.254 Eh



C23H66O16S10 | the ωB97M-V functional and the def2-TZVPD basis

The geometry in XYZ format:
```
115
Properties=species:S:1:pos:R:3:forces:R:3:lowdin_charge:R:1
O -1.30207 2.14334 1.85039 0.1 0.3 -0.6 -0.269
S -1.74781 1.09910 2.70722 0.1 0.4 0.4 0.551
O -1.67106 -0.25596 2.26923 0.0 -0.4 0.1 -0.274
O -0.87709 1.19386 4.02403 -0.1 -0.3 0.2 -0.259
C -0.66559 2.51697 4.55549 0.5 0.6 0.2 -0.254
C -0.09981 2.39831 5.95102 -0.3 0.2 0.6 -0.048
C -3.34870 1.42604 3.32637 -0.5 -0.2 -0.2 -0.110
H -1.58432 3.10699 4.58040 -0.2 -0.3 -0.1 0.117
H 0.01315 3.06155 3.89957 0.1 -0.2 -0.1 0.121
H 0.57140 1.55338 6.09176 0.1 0.0 -0.3 0.062
H -0.89485 2.31172 6.69558 0.0 -0.2 -0.1 0.082
H 0.43532 3.31238 6.21121 0.1 0.0 -0.1 0.087
H -3.45973 0.85344 4.24417 -0.1 0.1 0.0 0.084
H -4.05584 1.06809 2.57908 0.0 0.1 0.0 0.081
H -3.50722 2.49368 3.44467 0.1 0.0 0.0 0.059
O 2.20214 -2.06442 -1.17502 0.0 -0.1 -0.1 -0.280
S 1.68875 -0.84726 -0.62835 -0.8 0.1 0.8 0.524
O 2.45561 0.34396 -0.64022 1.0 0.9 -0.5 -0.254
O 0.32262 -0.58161 -1.37176 0.1 -0.2 -0.3 -0.274
C -0.24620 0.75801 -1.38578 0.0 0.4 -0.2 -0.229
C -1.70890 0.59033 -1.70749 0.0 -0.2 -0.2 -0.060
C 1.15509 -1.04476 1.02294 -0.5 -0.3 -0.1 -0.114
H 0.25850 1.36819 -2.13615 0.1 -0.3 -0.1 0.082
H -0.06415 1.28035 -0.44487 -0.1 -0.3 0.2 0.111
H -2.12318 1.54530 -2.02521 -0.1 0.1 0.3 0.062
H -2.25905 0.16337 -0.86951 -0.1 0.2 0.0 0.060
H -1.85364 -0.09104 -2.54894 0.2 0.0 0.0 0.094
H 0.57457 -1.96234 1.08496 0.3 -0.1 0.2 0.054
H 0.46817 -0.23369 1.24404 0.1 0.2 -0.1 0.049
H 2.00130 -1.00169 1.69951 0.1 -0.2 -0.1 0.045
O 1.71869 -4.19903 2.45277 0.2 -0.4 -1.3 -0.253
S 1.47123 -3.82949 3.78768 -0.3 0.7 1.1 0.520
O 2.42107 -4.10095 4.81789 0.3 -0.3 0.2 -0.269
O 1.21596 -2.27504 3.74619 -0.3 0.0 -0.1 -0.277
C 1.02832 -1.57709 5.00019 0.3 0.6 0.3 -0.236
C 2.24330 -0.72047 5.28317 0.2 -0.3 0.2 -0.066
C -0.09873 -4.46177 4.28920 0.0 -0.2 0.0 -0.110
H 0.87598 -2.28910 5.80982 0.0 -0.1 0.0 0.112
H 0.14006 -0.95520 4.89125 -0.1 -0.2 -0.2 0.105
H 3.13475 -1.34902 5.28847 0.0 0.1 0.0 0.072
H 2.15997 -0.27655 6.27765 -0.1 0.1 0.0 0.079
H 2.38935 0.05922 4.53770 0.0 -0.1 0.0 0.076
H -0.14116 -5.50230 3.97386 0.0 0.0 0.0 0.077
H -0.87576 -3.88362 3.79723 -0.1 0.0 0.0 0.070
H -0.16235 -4.42216 5.37228 -0.1 0.1 0.0 0.070
C 5.12589 -2.34518 -2.66972 0.4 0.3 0.3 -0.260
S 4.24580 -2.39579 -4.23420 -0.2 0.2 0.7 0.785
O 5.23216 -2.71498 -5.28627 0.3 -0.3 -0.3 -0.532
C 3.33336 -3.89259 -3.81906 -0.3 0.1 -0.7 -0.253
H 5.57827 -3.32302 -2.50498 0.0 0.0 0.1 0.058
H 4.45997 -2.04407 -1.86215 -0.2 -0.3 -0.1 0.022
H 5.90802 -1.58501 -2.70212 0.0 -0.1 -0.4 0.057
H 2.74413 -4.12525 -4.70923 0.1 -0.1 0.0 0.046
H 2.64217 -3.68231 -3.00458 0.2 0.0 0.2 0.037
H 4.02221 -4.71449 -3.63267 0.0 0.0 0.2 0.059
C -3.99763 -2.70995 1.10998 0.2 0.4 0.8 -0.263
S -3.37956 -3.19582 -0.48929 0.0 -0.3 -0.1 0.846
O -3.88500 -2.19143 -1.46257 -0.1 0.2 -0.1 -0.553
C -1.69235 -2.74203 -0.13243 0.4 -0.3 0.5 -0.273
H -3.38238 -3.16112 1.89236 -0.1 -0.2 -0.1 0.051
H -5.04337 -2.95471 1.27187 0.0 -0.1 -0.3 0.055
H -3.84434 -1.63391 1.21197 -0.1 0.1 -0.2 0.041
H -1.66131 -1.75475 0.32538 0.0 0.1 -0.2 0.023
H -1.10104 -2.81319 -1.04097 -0.1 0.2 -0.1 0.061
H -1.27617 -3.45863 0.58349 -0.1 -0.1 0.0 0.062
C 5.58956 -2.74866 3.41421 1.1 -0.9 -1.0 -0.250
S 4.68440 -1.75134 2.25190 -0.5 0.0 -0.2 0.798
O 4.41181 -0.48954 2.99515 -0.2 0.3 -0.1 -0.544
C 5.97969 -1.35517 1.04913 0.0 -0.2 1.1 -0.238
H 6.28331 -3.39009 2.85309 -0.1 0.1 -0.1 0.057
H 4.92139 -3.45012 3.90570 -0.2 0.5 0.5 0.036
H 6.21070 -2.10043 4.02748 -0.4 0.1 0.4 0.065
H 6.28637 -2.27389 0.55515 0.0 0.1 -0.2 0.051
H 6.78712 -0.93250 1.64831 0.2 0.1 -0.3 0.057
H 5.54318 -0.60392 0.39799 0.0 -0.1 -0.2 0.048
C 0.93077 3.89805 -5.06702 0.0 -0.1 -0.3 -0.254
S -0.49044 3.47823 -4.06042 0.1 0.0 0.0 0.789
O -0.21966 4.02881 -2.70106 0.0 0.0 0.2 -0.547
C -1.63515 4.60438 -4.84193 -0.5 0.3 -0.3 -0.258
H 1.80297 3.53114 -4.53062 0.0 0.0 0.0 0.048
H 0.98959 4.97518 -5.21255 0.0 0.0 0.2 0.057
H 0.86014 3.38250 -6.02612 0.0 -0.1 0.0 0.045
H -1.93973 4.22404 -5.81835 0.2 0.0 0.0 0.062
H -1.19341 5.59667 -4.93098 0.1 0.0 0.0 0.057
H -2.53836 4.69452 -4.23850 0.1 -0.2 0.2 0.050
C -5.03259 1.21693 -1.69076 0.0 0.3 -0.1 -0.274
S -6.72959 0.70241 -1.95495 0.4 -0.2 0.1 0.799
O -7.29040 1.67243 -2.92232 -0.3 0.3 -0.3 -0.556
C -6.36755 -0.79301 -2.87562 -0.8 -0.3 0.8 -0.268
H -4.45812 1.14715 -2.61477 -0.1 -0.2 0.0 0.054
H -4.57095 0.64743 -0.88781 0.0 -0.1 0.0 0.036
H -5.10376 2.27037 -1.42812 0.0 0.0 0.2 0.045
H -5.86788 -1.49867 -2.21250 0.5 0.2 -0.2 0.016
H -5.82861 -0.56057 -3.78749 0.0 -0.1 -0.1 0.063
H -7.35868 -1.22451 -3.03248 0.1 0.1 -0.5 0.046
C 2.13894 0.35978 -4.15045 0.8 0.8 0.5 -0.284
S 0.79056 0.21858 -5.30352 -0.1 -0.2 0.6 0.790
O 1.26273 0.95066 -6.50116 -0.1 0.4 -0.6 -0.543
C 1.00492 -1.52986 -5.66388 0.2 0.2 0.1 -0.250
H 3.08057 0.33128 -4.69942 -0.1 -0.5 -0.2 0.057
H 2.12556 -0.34694 -3.32798 -0.1 -0.3 -0.2 0.015
H 2.18091 1.35439 -3.69420 -0.6 0.0 -0.1 0.047
H 1.94672 -1.61026 -6.20685 -0.1 -0.1 -0.1 0.058
H 0.14889 -1.82271 -6.26484 0.1 -0.2 -0.1 0.050
H 1.06769 -2.10100 -4.73843 -0.2 0.0 0.0 0.042
C -2.25382 4.25593 -0.46986 0.6 0.3 -0.4 -0.284
S -3.26616 5.05507 0.74878 -0.3 0.1 0.2 0.832
O -4.03788 3.99033 1.45960 -0.1 -0.1 0.1 -0.565
C -1.93339 5.51273 1.85236 0.2 0.2 -0.2 -0.261
H -1.43191 4.91442 -0.76613 -0.1 0.0 0.2 0.049
H -2.81609 4.09290 -1.38455 -0.3 -0.3 0.1 0.041
H -1.84163 3.34546 -0.04406 -0.1 -0.1 -0.1 0.032
H -1.32317 6.25956 1.34193 0.0 0.0 0.1 0.056
H -1.33995 4.63212 2.09428 0.0 0.0 0.0 0.033
H -2.38657 5.95495 2.73609 0.0 0.0 0.1 0.050
```
Positions in Å, forces in eV/Å.

Properties
* 2S+1: 1
* max |F|: 0.034 hartree/bohr
* energy relative to the best compared isomer or geometry (same formula, charge and spin): 0.0 kcal/mol
* Kohn-Sham gap: 0.308 Eh